# 1
The following is a DFT calculation (ωB97M-V/def2-TZVPD) of a molecular structure, C35H39BrF6N2O2SbSe2SiSn.

## Properties
* net charge: -2
* E_LUMO (alpha / beta): 0.1263 / 0.1108 Eh
* Kohn-Sham gap (alpha / beta): 0.22679 / 0.22954 Ha
* HOMO level (alpha / beta): -2.734 / -3.232 eV
* 2S+1: 2

Geometry as XYZ:
```
90
Properties=species:S:1:pos:R:3:forces:R:3:mulliken_spin:R:1
H -4.8820 1.1449 4.3808 0.00 0.00 0.00 0.000
N -2.2985 -0.6735 2.2500 -0.02 -0.02 -0.01 0.006
H -2.4876 1.6377 4.6878 0.00 0.00 -0.01 0.000
F -5.7479 -6.4425 4.1966 0.00 0.01 0.00 0.000
H -1.2496 -1.0407 -2.8458 0.00 0.00 0.00 0.036
C 2.9992 3.0026 -0.8415 -0.02 0.00 -0.02 -0.004
C -1.6790 -0.4351 -3.6353 0.00 0.01 0.00 0.091
C 3.7742 0.7280 -0.9126 0.01 0.01 0.02 -0.002
F -4.4078 -5.4203 2.1082 0.00 0.00 0.02 0.000
H -3.2559 1.7296 -6.4061 0.00 0.00 0.00 -0.003
C 3.8324 3.3296 -1.9000 0.00 0.00 0.00 0.001
H 4.1785 -2.6708 -2.5200 0.00 0.00 -0.01 0.000
Si 0.3977 1.2021 4.3723 -0.01 -0.01 0.00 0.001
H 3.7067 -2.4423 0.4597 0.00 0.00 0.00 0.000
C -0.8526 0.8088 -1.1918 0.03 0.00 -0.02 0.007
C -0.4982 2.9483 -2.3193 -0.01 0.00 0.01 0.052
O 1.3820 2.2911 1.3074 0.02 -0.01 0.01 0.001
H -3.3084 -0.7419 -6.5929 0.00 0.00 0.00 0.011
C 4.6192 1.0817 -1.9482 0.01 -0.01 0.00 0.001
Se 1.4074 -2.0739 -1.8042 -0.11 -0.01 -0.04 -0.005
C 0.0214 3.5901 -3.4525 0.00 0.00 -0.01 0.102
C -2.8371 -0.2680 -5.7408 0.00 0.00 0.00 0.116
H 2.7418 1.2062 5.0917 0.00 -0.01 0.00 0.000
C -0.4768 3.6448 -1.1023 0.01 0.01 0.01 0.070
H -2.2103 2.8047 -4.4707 0.00 0.00 0.00 0.008
H 0.8125 3.5701 4.9965 -0.01 0.00 0.00 0.000
H 1.9475 -3.7047 -3.6231 0.01 0.01 0.00 0.000
H 0.0234 -0.4212 6.2154 0.00 0.00 0.00 0.000
C 1.7742 -0.8628 -3.2790 0.02 0.01 0.01 0.000
C 2.2488 -3.6593 -2.5746 0.01 0.00 0.01 0.003
C 2.2098 0.7683 4.2410 -0.01 0.00 0.00 0.000
C -0.1180 0.6572 6.1074 0.00 0.01 0.00 0.000
H 0.4842 3.3812 3.2586 0.00 0.01 0.00 0.000
Se 4.4584 -4.5156 -0.8244 0.00 0.00 0.00 0.000
C -2.2773 -1.0374 -4.7264 0.00 0.00 0.00 -0.073
H 3.9154 -3.8713 1.4983 0.00 0.00 0.00 0.000
H -0.8510 3.3710 4.4279 0.00 -0.01 0.00 0.000
H 1.8025 -4.5159 -2.0690 -0.01 0.00 -0.02 0.000
C 2.9582 1.7041 -0.3504 -0.01 -0.01 -0.01 0.002
Sb -4.0624 -6.7768 3.3895 -0.06 -0.04 0.00 0.000
H 1.1903 -1.1368 -4.1562 0.01 -0.01 0.00 -0.002
C -3.5900 -0.9481 2.0772 0.01 -0.02 0.03 0.000
F -3.7347 -8.1405 4.6712 0.00 0.00 -0.02 0.000
F -3.2549 -5.5062 4.5358 -0.02 -0.01 -0.02 0.000
H -3.8135 -2.9911 1.4863 0.01 0.00 0.00 0.000
H 2.8390 -0.8554 -3.5087 0.00 0.01 0.00 0.000
H 3.8385 4.3385 -2.2943 0.00 0.00 0.00 -0.002
H -2.3106 -2.1187 -4.7826 0.00 0.00 0.00 -0.002
H 2.3523 3.7372 -0.3841 0.00 0.00 0.00 -0.001
C -2.8093 0.9019 3.9651 -0.01 0.01 0.00 -0.001
N -0.5182 0.3418 3.1852 -0.06 0.03 -0.03 0.000
H -3.2348 -1.9128 0.2090 -0.01 0.00 0.00 0.000
H 2.4502 -3.6956 0.5212 0.00 0.00 0.00 0.000
Sn 0.0142 -1.0530 1.5544 0.25 0.04 0.03 0.016
C -0.0060 4.9443 -1.0367 0.00 -0.01 0.00 -0.042
H -0.0002 5.4554 -0.0817 0.00 0.00 0.00 0.000
C -2.7998 1.1165 -5.6376 0.00 0.00 0.00 -0.064
H 0.0773 3.0529 -4.3905 0.00 0.00 0.00 0.001
H -5.6059 -0.5430 2.6888 0.00 0.00 0.00 0.000
C -4.5603 -0.3106 2.8339 -0.01 0.01 -0.01 -0.001
C -0.9898 1.5679 -2.3528 -0.02 0.00 0.00 0.166
H 3.7203 -0.2836 -0.5353 0.00 0.00 0.00 -0.002
C 0.5064 4.8857 -3.3783 0.00 0.00 0.00 -0.048
H -1.1604 0.8757 6.3437 0.00 0.00 0.00 0.000
C -2.1978 1.7260 -4.5493 0.01 0.00 0.00 0.114
C 3.5199 -3.5083 0.5513 0.00 0.00 0.00 0.000
H 4.2151 -4.2768 -3.2420 0.00 -0.01 0.00 0.000
H 5.3199 2.6048 -3.2852 0.00 0.00 0.00 0.000
F -4.8865 -8.0559 2.2504 0.02 0.01 0.02 0.000
C -1.8620 0.2162 3.1692 -0.01 0.00 0.00 -0.001
H 2.6483 1.1434 3.3196 0.01 0.00 -0.01 0.000
H 0.8599 6.5914 -2.1173 0.00 0.00 0.00 0.008
H 2.3572 -0.3140 4.2721 0.00 0.00 -0.01 0.000
C 3.7666 -3.6759 -2.4468 0.00 0.01 0.01 0.000
H 0.5065 1.1552 6.8556 0.00 0.00 0.00 0.000
C 2.0015 1.3646 0.7878 0.02 0.02 -0.02 -0.001
H 0.9181 5.3531 -4.2653 0.00 0.00 0.00 -0.002
C -0.6784 0.1871 -0.1483 -0.04 -0.03 0.01 0.313
H -4.9440 -1.8875 0.6999 0.00 -0.01 0.01 0.000
O 1.9510 0.1263 1.0950 -0.04 -0.01 0.06 0.004
Br 5.7798 -0.2350 -2.6989 0.00 0.00 0.00 0.000
C 4.6584 2.3663 -2.4634 0.00 0.00 0.00 0.001
C -4.1436 0.6245 3.7802 0.00 0.00 0.00 -0.001
H -0.8090 3.1397 -0.2043 0.00 0.00 0.00 0.009
F -2.3919 -7.1366 2.5761 0.00 -0.01 0.00 0.000
C 0.4827 5.5772 -2.1735 0.00 0.00 0.00 0.089
C 0.1837 3.0634 4.2578 0.01 0.00 0.00 0.000
C -1.6081 0.9647 -3.5271 0.00 0.00 0.00 0.024
C -3.9192 -1.9931 1.0543 0.01 0.01 0.00 0.000
H 1.4769 0.1290 -2.9393 -0.01 0.00 0.00 0.004
```
Positions in Å, forces in eV/Å.



# 2
The following is a DFT calculation (ωB97M-V/def2-TZVPD) of a molecular structure, C35H39ClCsGe2N7O4S2.

## Properties
* net charge: -2
* E_LUMO: 0.1343 Eh
* Kohn-Sham gap: 0.16154 Ha
* HOMO level: -0.743 eV

Geometry as XYZ:
```
91
Properties=species:S:1:pos:R:3:forces:R:3:mulliken_charge:R:1
C 13.2724 15.1694 6.4307 -1.68 0.38 1.02 -0.905
H 12.4291 14.6240 6.0262 0.41 -0.29 -0.53 0.387
Cl 7.1971 19.8138 11.1836 -1.24 1.29 0.12 -0.162
C 8.3885 18.7527 10.7883 1.58 -2.74 -0.54 0.171
O 9.6941 15.2975 8.5163 -0.25 0.05 0.79 -0.853
C 13.9867 13.7432 16.7887 -1.22 -0.72 -1.28 -0.885
H 17.8389 20.8871 10.6371 -0.12 -0.21 0.09 0.230
H 17.5479 21.2213 12.3503 -0.80 -0.85 -1.44 0.205
H 18.4938 6.2813 13.1495 -0.24 -0.07 0.31 0.367
S 10.6334 15.4661 15.0482 -0.28 0.30 0.50 -0.437
Ge 15.1804 12.2572 13.0041 -1.67 0.73 1.83 -0.042
H 15.7631 14.7240 16.1472 0.21 -0.68 0.79 0.190
H 12.3499 14.8479 8.3228 0.25 0.24 0.31 0.520
Cs 13.2344 17.0167 11.5392 0.21 -0.56 0.33 0.995
C 14.8229 16.9468 7.7792 -0.04 0.13 0.41 0.649
C 16.2198 19.9031 11.3895 -0.03 -1.96 -1.80 0.328
C 10.1543 15.7085 9.6378 1.79 -0.69 -0.95 0.459
H 16.2126 8.7681 15.8630 -0.34 0.13 -0.22 0.291
C 11.7952 20.6408 13.6872 1.26 0.65 -1.18 -0.611
S 15.2443 19.7161 12.7900 0.03 -0.03 -0.62 -0.562
C 9.1565 19.8741 13.5542 0.73 -0.97 0.78 -0.513
H 8.1893 19.4124 13.5383 -0.42 0.20 0.16 0.353
H 11.8162 10.9044 16.1106 -0.14 -0.32 0.46 0.532
H 13.5166 13.2198 17.6284 0.22 0.21 0.20 0.404
C 17.8964 7.1564 13.3885 -0.28 0.40 0.09 -0.520
H 11.9317 19.9629 11.5803 -0.48 0.30 1.20 0.672
N 13.9014 16.2423 8.4907 -0.23 0.09 -0.79 0.022
C 17.3069 7.4050 14.6268 -0.18 -0.68 1.26 -0.430
C 16.7429 13.4630 12.9640 -0.23 -0.21 -1.11 -0.318
H 14.9552 12.4459 10.6232 -0.46 0.38 -0.63 0.393
H 9.7878 11.8814 14.3605 0.05 -0.36 0.10 0.264
H 14.1642 15.7811 4.5934 0.49 0.20 1.48 0.281
H 11.2280 12.1166 13.4311 0.15 0.29 -0.02 0.103
C 16.4448 9.5550 13.8199 -0.41 -0.84 1.72 0.552
C 10.8389 11.5790 14.2902 0.07 -0.81 -0.12 -0.840
H 10.9448 10.5037 14.0079 -0.43 0.68 0.21 0.305
C 17.4494 13.4757 14.3216 1.20 -0.26 -0.60 -1.143
C 14.7488 10.9314 15.1294 -1.21 -0.31 2.82 -0.557
H 18.4985 13.1655 14.1494 -0.29 0.28 0.31 0.291
H 13.7841 9.8269 11.6872 -0.22 0.21 -0.07 0.287
O 7.2865 16.1624 8.2557 1.31 0.73 0.67 -0.611
H 17.4474 14.4236 14.8437 0.13 0.46 -0.30 0.333
H 15.9704 17.0941 5.9034 -0.56 0.55 0.27 0.344
C 17.1102 9.3126 12.6074 -0.34 1.54 -0.18 0.053
N 12.8717 14.0710 14.0109 -5.05 4.44 1.99 -0.338
H 17.2170 10.0727 11.7921 -0.69 -0.55 0.93 0.318
N 10.4129 17.7367 10.9578 -0.93 -0.17 0.81 -0.225
N 16.2811 19.2413 10.1498 -0.43 1.59 1.57 -0.900
C 15.5488 17.9992 8.4698 -0.02 1.96 1.89 -0.650
N 17.2482 20.7860 11.4488 0.79 1.21 1.29 -0.390
H 16.0421 13.0240 16.8558 -0.37 0.71 -0.48 0.185
C 14.1852 15.8880 5.7237 0.76 0.27 -1.64 -0.196
C 8.3691 17.6639 9.9108 1.57 -0.78 0.25 0.062
Ge 13.4408 12.5923 15.1781 3.23 -1.56 -0.74 0.783
C 13.1374 15.3964 7.8068 0.49 -0.21 0.00 -0.227
C 11.0072 20.7855 14.8176 0.02 0.67 0.80 -0.532
H 17.3877 6.6268 15.4568 -0.04 1.16 -1.13 0.226
H 14.7276 10.3857 16.0765 0.38 -0.97 0.11 -0.048
H 14.9820 10.0982 10.4598 -0.08 0.11 -0.03 0.311
C 11.9311 14.6943 14.5579 3.39 -2.18 -3.35 0.177
H 11.4536 21.2030 15.7653 -0.62 -0.50 -1.18 0.322
C 16.5850 8.5911 14.8636 1.22 -0.79 -1.35 -0.823
O 11.0692 15.2147 10.3245 -0.65 -0.25 -0.64 -0.485
C 17.7702 8.1368 12.4139 0.99 -1.01 -0.29 -0.584
C 10.0221 19.5464 12.5068 0.20 1.14 0.27 0.476
H 18.2745 7.9671 11.4742 0.06 0.05 -0.22 0.344
H 11.1811 12.5568 16.2126 -0.63 0.56 0.73 0.478
H 13.2740 12.5596 11.3398 0.92 -0.34 -0.06 0.265
H 13.2667 10.3833 10.0396 0.65 0.19 0.83 0.296
C 15.0597 16.7568 6.4064 -0.37 -1.21 -0.25 -0.788
C 9.6911 17.0179 10.1245 -2.69 2.37 0.07 0.095
O 6.2177 17.9416 9.0805 -0.26 -0.14 -0.25 -0.635
N 15.3410 18.3427 9.7703 1.67 -0.38 -2.61 0.494
C 11.6289 11.8264 15.5878 1.20 0.00 -1.64 -1.002
C 11.3030 20.1025 12.5009 0.14 -1.12 -0.57 -0.442
H 16.2178 14.4170 12.7482 0.75 -0.33 -0.13 0.200
H 16.1754 18.6990 7.8076 -0.49 -1.24 1.26 0.157
H 15.7095 14.2990 17.9476 0.04 0.59 -0.30 0.420
H 17.4031 13.1447 12.1039 -0.36 0.80 0.86 0.442
H 13.4224 14.6739 16.5798 0.35 -0.38 0.47 0.333
H 12.8390 21.0076 13.5851 -0.73 -0.35 0.67 0.335
H 8.2819 15.7672 8.2380 -0.69 0.45 0.46 0.449
C 14.0388 10.4939 10.8538 -0.20 0.82 -0.11 -1.068
C 7.2174 17.2555 9.0342 0.03 -0.33 -0.10 0.459
C 14.2447 12.0040 11.3203 -0.21 -1.31 -1.32 -0.436
N 9.5934 18.7081 11.4486 -0.43 0.68 -1.01 0.320
C 15.4674 13.9793 16.9223 0.38 -0.36 0.44 -0.965
H 17.0578 12.7990 15.0602 -0.38 -0.59 -0.01 0.133
H 8.9912 20.6654 15.5829 0.16 -0.24 -0.39 0.337
C 15.5257 10.6707 14.0917 0.38 0.71 -1.34 0.258
C 9.6484 20.4683 14.7300 0.23 -0.03 -0.40 -0.532
```
Positions in Å, forces in eV/Å.